1.
The following is a quantum chemistry calculation of C32H30ClHgN8S7 as an isolated structure, from OMol25.

Summary:
HOMO level (alpha / beta) in eV: -1.15 / -1.06
2S+1: 2
Frontier orbital gap (alpha / beta) in eV: 4.88 / 4.79
ΔE to the lowest compared entry with this formula, charge and spin in eV: 1.888
Charge: -2
Largest force on an atom in eV/A: 0.51

Structure (XYZ):
```
79
Properties=species:S:1:pos:R:3:forces:R:3
Hg 0.205 -1.019 0.510 0.1 0.2 0.2
C 0.194 2.457 3.716 0.0 0.0 0.0
C 0.565 1.467 2.666 0.2 -0.2 0.0
N -0.337 1.115 1.739 0.3 0.1 -0.1
N -1.523 1.588 1.788 -0.2 -0.1 -0.2
C -2.532 1.400 0.835 -0.3 0.0 0.2
N -3.610 2.317 1.112 0.3 0.1 0.0
S -2.098 0.833 -0.705 0.3 0.0 -0.1
C 1.845 0.843 2.580 -0.2 0.0 0.0
C 2.982 1.326 3.274 0.2 -0.1 0.0
C 4.176 0.652 3.202 -0.1 0.1 0.1
C 4.280 -0.508 2.434 0.0 0.0 0.0
C 3.161 -0.894 1.732 -0.1 0.0 0.0
N 1.985 -0.262 1.803 0.2 0.0 -0.3
H -0.642 2.089 4.330 0.0 0.0 0.0
H -0.126 3.415 3.275 0.0 0.0 0.1
H 1.019 2.654 4.395 0.0 0.0 0.0
H -1.816 2.131 2.591 -0.1 0.1 0.0
H -3.510 3.213 0.630 0.0 -0.1 0.0
H -4.489 1.922 0.822 -0.1 -0.1 0.1
H 2.920 2.254 3.824 0.0 0.0 0.0
H 5.045 1.040 3.725 0.0 0.0 0.0
H 5.205 -1.062 2.347 0.0 0.0 0.0
H 3.192 -1.758 1.082 0.0 0.0 -0.1
S -0.851 -2.778 1.869 -0.2 -0.4 -0.2
C -1.531 -3.612 0.450 -0.1 0.0 -0.1
N -2.281 -4.657 0.740 -0.2 0.3 -0.2
N -2.902 -5.279 -0.367 0.3 0.3 -0.3
C -3.905 -4.758 -1.147 0.0 0.0 0.3
C -4.354 -3.428 -1.059 0.0 -0.1 -0.1
C -5.395 -2.990 -1.864 0.1 0.0 0.0
C -6.023 -3.832 -2.777 0.0 0.0 0.1
C -5.583 -5.149 -2.866 0.1 0.0 0.0
C -4.547 -5.607 -2.069 0.0 0.0 0.0
N -1.353 -3.238 -0.856 -0.2 -0.4 0.3
N -0.519 -2.285 -1.168 0.1 0.3 0.0
C -0.438 -1.990 -2.531 0.0 0.1 0.0
C 0.591 -1.148 -2.962 0.0 0.0 0.0
C 0.737 -0.840 -4.305 0.0 0.1 0.0
C -0.153 -1.345 -5.248 0.0 0.0 0.1
C -1.190 -2.169 -4.820 0.0 0.0 0.1
C -1.338 -2.500 -3.481 0.0 0.0 0.0
H -2.902 -6.275 -0.279 0.0 -0.2 0.1
H -3.884 -2.750 -0.365 0.0 0.0 0.1
H -5.719 -1.958 -1.776 0.0 0.0 0.0
H -6.831 -3.472 -3.403 0.0 0.0 0.0
H -6.049 -5.829 -3.572 0.0 0.0 0.0
H -4.208 -6.636 -2.156 0.0 0.0 0.0
H 1.291 -0.757 -2.229 0.0 0.0 0.0
H 1.560 -0.204 -4.616 0.0 0.0 0.0
H -0.034 -1.106 -6.298 0.0 0.0 0.0
H -1.898 -2.560 -5.544 0.0 0.0 0.0
H -2.143 -3.139 -3.141 0.0 0.0 0.0
Cl -3.493 5.605 -5.592 0.0 0.0 0.1
C -2.724 4.595 -4.383 0.0 0.0 0.0
C -2.997 4.809 -3.042 0.0 0.0 0.1
C -2.388 4.004 -2.093 0.0 0.1 0.0
C -1.504 2.984 -2.452 0.1 0.0 0.1
C -0.870 2.109 -1.424 -0.4 -0.2 0.1
C -1.253 2.798 -3.810 0.0 0.0 -0.1
C -1.855 3.595 -4.776 0.1 -0.1 0.0
H -3.684 5.594 -2.750 0.0 0.0 0.0
H -2.603 4.166 -1.041 0.0 0.0 -0.1
H -0.527 2.661 -0.549 0.1 0.0 -0.1
H -0.046 1.518 -1.824 0.1 0.1 0.0
H -0.579 2.004 -4.113 0.0 0.0 0.0
H -1.646 3.441 -5.828 0.0 0.0 0.0
C 2.651 3.680 -3.555 0.1 -0.1 0.0
S 4.419 3.354 -3.332 0.0 0.0 0.0
C 4.470 1.621 -3.554 0.0 0.0 0.1
C 3.976 0.684 -2.687 0.1 0.1 -0.1
S 3.166 0.892 -1.198 0.0 0.0 -0.1
S 4.287 -0.964 -3.256 0.0 -0.1 0.2
C 5.185 -0.634 -4.684 0.0 0.1 0.0
S 5.847 -1.794 -5.674 0.0 0.0 0.0
S 5.302 1.047 -4.981 0.0 0.0 0.0
H 2.500 4.738 -3.336 -0.1 0.0 0.0
H 2.091 3.069 -2.847 0.0 0.0 0.0
H 2.347 3.465 -4.579 0.0 0.0 0.0
```
Forces are in eV/Å.

These are the Mulliken partial charges, in e, on atoms 1 to 2:
1 Hg 1.3321
2 C -1.9500

2.
The following is a quantum chemistry calculation of a 2-piece molecular cluster, C4H8O3 overall at a distorted geometry, from OMol25.

Summary:
HOMO level in eV: -10.05
2S+1: 1
Frontier orbital gap in eV: 10.45
ΔE to the lowest compared entry with this formula, charge and spin in eV: 3.184
Structure (SMILES): O=CCCC=O.O
Largest force on an atom in eV/A: 3.83

Structure (XYZ):
```
15
Properties=species:S:1:pos:R:3:forces:R:3
O -1.383 0.601 -0.855 -1.6 -1.9 -0.6
C -0.291 0.800 -0.448 1.4 1.0 3.1
C 0.492 0.169 0.766 -0.9 -3.0 -2.2
C -0.231 -1.142 1.187 -0.9 -0.1 0.2
C 0.686 -2.447 1.109 -0.5 1.5 0.8
O 0.218 -3.407 1.650 1.0 -0.6 -0.6
H 0.078 1.745 -0.706 1.8 1.7 -0.9
H 1.557 -0.063 0.493 -0.9 0.6 0.2
H 0.436 0.759 1.626 0.2 1.8 0.8
H -1.115 -1.266 0.421 1.5 -0.2 1.7
H -0.723 -1.023 2.312 1.4 -0.7 -3.0
H 1.814 -2.393 0.646 -2.4 -0.1 0.7
O -0.615 2.547 -3.127 1.5 1.9 -0.4
H -0.903 1.973 -2.453 -1.1 -1.4 1.1
H -0.018 3.146 -2.621 -0.6 -0.4 -0.9
```
Forces are in eV/Å.

These are the Mulliken partial charges, in e, on atoms 1 to 2:
1 O -0.4882
2 C 0.2412

3.
The following is a quantum chemistry calculation of a 2-piece molecular cluster, C5H5N overall at a distorted geometry, from OMol25.

Summary:
HOMO level (alpha / beta) in eV: -9.64 / -8.16
2S+1: 1
Frontier orbital gap (alpha / beta) in eV: 9.16 / 6.69
ΔE to the lowest compared entry with this formula, charge and spin in eV: 5.816
Largest force on an atom in eV/A: 3.12

Structure (XYZ):
```
11
Properties=species:S:1:pos:R:3:forces:R:3
C 1.523 -0.548 1.135 1.4 -0.3 2.8
C 1.581 0.582 0.453 -0.1 0.6 -0.2
C -2.043 -0.235 -0.095 0.0 -0.9 2.3
C -1.834 -0.608 -1.392 0.2 -0.2 -1.5
C 1.641 1.708 0.031 0.0 -0.6 -0.1
N -2.095 -0.092 1.071 -0.2 0.2 -1.3
H 1.107 -1.436 0.830 -1.0 -1.7 -0.9
H -1.991 -1.705 -1.746 0.4 2.5 0.6
H -1.469 0.282 -1.974 -0.4 -1.6 -0.1
H 1.584 2.597 -0.448 0.0 2.2 -1.0
H 1.996 -0.543 2.134 -0.4 -0.1 -0.6
```
Forces are in eV/Å.

These are the Mulliken partial charges, in e, on atoms 1 to 2:
1 C -0.9754
2 C -0.0728

4.
The following is a quantum chemistry calculation of a 2-piece molecular cluster, C9H18BrN4O overall at a distorted geometry, from OMol25.

Summary:
HOMO level in eV: -11.75
2S+1: 1
Frontier orbital gap in eV: 7.23
Charge: +1
Largest force on an atom in eV/A: 3.86

Structure (XYZ):
```
33
Properties=species:S:1:pos:R:3:forces:R:3
C -0.347 -1.901 0.389 -0.5 0.4 0.2
C -0.888 -0.637 0.393 0.1 -0.5 -0.8
C -1.828 -0.184 -0.753 2.4 0.7 0.2
N -3.188 -0.553 -0.313 3.1 1.9 -1.2
C -4.013 0.261 0.304 -1.8 -1.8 0.2
N -5.148 -0.419 0.597 0.5 0.5 -0.2
C -4.954 -1.654 0.122 0.1 0.1 0.3
N -5.810 -2.662 0.219 -0.5 -0.6 -0.1
N -3.720 -1.779 -0.460 -1.8 -0.1 0.8
Br -3.041 -3.302 -1.233 0.1 0.5 0.0
H -0.713 -2.607 1.153 1.9 0.6 0.8
H 0.411 -2.217 -0.344 -1.6 -0.5 -0.8
H -0.682 0.048 1.234 -1.7 -0.7 0.3
H -1.585 -0.656 -1.719 -0.2 0.1 0.4
H -1.785 0.913 -0.877 -0.5 -0.5 -0.1
H -3.783 1.296 0.555 -0.1 -0.4 -0.2
H -5.541 -3.622 0.048 0.0 0.3 -0.1
H -6.762 -2.494 0.519 0.4 0.1 0.1
C 4.119 1.137 -1.733 0.1 -0.1 0.1
C 2.811 1.515 -1.061 0.2 0.1 -0.1
O 2.531 0.764 0.110 -0.4 -0.2 0.0
C 3.478 0.864 1.165 0.2 0.1 0.1
C 3.659 2.278 1.690 0.0 0.1 -0.1
H 4.127 0.075 -1.983 0.0 0.0 0.0
H 4.254 1.714 -2.649 0.0 0.0 0.0
H 4.978 1.329 -1.089 0.0 0.1 0.0
H 1.988 1.320 -1.752 -0.1 -0.1 0.1
H 2.781 2.587 -0.840 0.1 0.0 0.0
H 4.436 0.437 0.855 0.0 0.1 0.0
H 3.103 0.232 1.971 -0.1 -0.1 -0.1
H 4.050 2.951 0.926 0.1 0.0 0.0
H 4.358 2.283 2.527 0.0 0.0 0.0
H 2.704 2.685 2.030 0.0 0.0 0.0
```
Forces are in eV/Å.

These are the Mulliken partial charges, in e, on atoms 1 to 2:
1 C -0.7773
2 C 0.1141